(1)
{"formula": "C2HN2O2", "method": "ωB97M-V with the def2-TZVPD basis set", "symbols": ["O", "C", "O", "N", "C", "N", "H"], "coordinates": [[2.0368, 0.5604, 0.2105], [2.2651, -0.6188, 0.4817], [3.2890, -1.2481, 0.6793], [0.6411, -1.3906, 0.2287], [-0.8110, -1.5737, -0.4205], [-0.3345, -0.5262, 0.2258], [-0.9447, -1.8043, -1.5714]], "nbo_charge": [-0.69, 0.93, -0.67, -0.37, -0.17, -0.17, 0.15], "energy_ev": -9161.3732, "multiplicity": 1, "relative_energy_kcal_mol": 112.2, "charge": -1, "lumo_ev": [4.43, 4.44], "fmax_ev_per_a": 3.68, "smiles": "O=C([O-])N1C=N1"}

***

(2)
{"formula": "C2HN2OS", "method": "ωB97M-V with the def2-TZVPD basis set", "symbols": ["C", "C", "N", "N", "O", "S", "H"], "coordinates": [[-1.2238, 0.0398, -0.6883], [-1.4788, -1.0580, -0.0055], [1.2923, -2.1161, -0.8373], [1.3281, -2.9582, -1.5904], [-1.6787, 1.1685, -0.9359], [-0.8500, -2.1121, 1.0387], [-0.2996, -0.4578, -1.4652]], "nbo_charge": [0.20, -0.31, 0.02, -0.05, -0.73, -0.20, 0.07], "energy_ev": -17952.3800, "multiplicity": 1, "relative_energy_kcal_mol": 50.8, "charge": -1, "lumo_ev": 3.78, "fmax_ev_per_a": 5.63}

***

Copy entry 2 word for word.
{"formula": "C2HN2OS", "method": "ωB97M-V with the def2-TZVPD basis set", "symbols": ["C", "C", "N", "N", "O", "S", "H"], "coordinates": [[-1.2238, 0.0398, -0.6883], [-1.4788, -1.0580, -0.0055], [1.2923, -2.1161, -0.8373], [1.3281, -2.9582, -1.5904], [-1.6787, 1.1685, -0.9359], [-0.8500, -2.1121, 1.0387], [-0.2996, -0.4578, -1.4652]], "nbo_charge": [0.20, -0.31, 0.02, -0.05, -0.73, -0.20, 0.07], "energy_ev": -17952.3800, "multiplicity": 1, "relative_energy_kcal_mol": 50.8, "charge": -1, "lumo_ev": 3.78, "fmax_ev_per_a": 5.63}

***

Please write out number 2 again, unchanged.
{"formula": "C2HN2OS", "method": "ωB97M-V with the def2-TZVPD basis set", "symbols": ["C", "C", "N", "N", "O", "S", "H"], "coordinates": [[-1.2238, 0.0398, -0.6883], [-1.4788, -1.0580, -0.0055], [1.2923, -2.1161, -0.8373], [1.3281, -2.9582, -1.5904], [-1.6787, 1.1685, -0.9359], [-0.8500, -2.1121, 1.0387], [-0.2996, -0.4578, -1.4652]], "nbo_charge": [0.20, -0.31, 0.02, -0.05, -0.73, -0.20, 0.07], "energy_ev": -17952.3800, "multiplicity": 1, "relative_energy_kcal_mol": 50.8, "charge": -1, "lumo_ev": 3.78, "fmax_ev_per_a": 5.63}

***

Q: What is the formula in the second record?
A: C2HN2OS